No. 1
{"formula": "C5H13N2S", "method": "ωB97M-V/def2-TZVPD", "species": ["S", "N", "N", "C", "C", "C", "C", "C", "H", "H", "H", "H", "H", "H", "H", "H", "H", "H", "H", "H", "H"], "xyz": [[1.3172, -1.3947, 0.7261], [-1.5493, -1.0884, -0.8804], [1.4152, 1.2064, 0.4987], [2.1083, 0.6891, -0.6877], [0.7296, 0.0752, 0.9827], [-1.4254, 0.3432, -0.1182], [-2.4544, 0.4073, 0.9535], [2.6770, -0.6649, -0.2466], [1.3240, 0.4338, -1.4218], [0.7346, 1.9033, 0.4309], [-3.4306, 0.2037, 0.6677], [-2.1703, -0.2860, 1.8329], [0.0489, 0.2238, 1.8047], [-1.7554, 0.9914, -0.9615], [2.8938, 1.3605, -1.1089], [-1.2945, -1.9070, -0.2757], [3.1242, -1.3480, -1.0589], [-0.9759, -1.0620, -1.6977], [3.5408, -0.4459, 0.4688], [-2.3544, 1.4735, 1.2700], [-2.5036, -1.1143, -1.1788]], "forces_ev_per_a": [[1.8, -2.8, -0.8], [0.1, 0.7, 1.9], [0.8, -3.9, 0.9], [0.0, -0.1, -0.9], [-2.6, 4.9, 0.5], [0.7, -1.4, -1.4], [2.8, 0.1, 2.1], [2.6, 0.0, -0.1], [0.3, 0.5, -0.4], [-0.6, 1.7, -0.6], [-2.1, -0.3, -0.5], [-0.6, 1.1, -1.1], [0.1, 0.1, 0.2], [0.6, 0.0, 0.5], [-0.8, -0.5, 0.5], [-0.3, 0.9, -0.8], [-1.2, 1.1, 1.1], [0.6, -0.2, -0.5], [-1.1, -0.5, -0.7], [-0.5, -0.8, 0.3], [-0.8, -0.7, -0.2]], "lumo_energy_ev": -3.37, "total_charge": 1, "e_tot_ha": -705.6486, "orbital_gap_ev": 8.321, "relative_energy_kcal_mol": 73.7, "e_homo_ev": -11.69, "molar_mass_g_mol": 133.240}



No. 2
{"formula": "C5H13N2S", "method": "ωB97M-V/def2-TZVPD", "species": ["S", "N", "N", "C", "C", "C", "C", "C", "H", "H", "H", "H", "H", "H", "H", "H", "H", "H", "H", "H", "H"], "xyz": [[-2.8302, -0.6538, 0.7362], [2.2039, -0.1532, -0.3060], [-0.8825, 0.6186, -0.5764], [-0.1917, 1.8560, -0.8575], [0.7250, -1.1783, 1.3501], [1.1082, -1.0115, -0.0853], [-1.8654, 0.6503, 0.2689], [-0.1448, -0.5393, -0.9664], [-2.0931, 1.6766, 0.7304], [0.0515, -1.9547, 1.5549], [0.2303, -0.3137, 1.8156], [-3.6365, 0.0040, 1.5581], [-0.8824, 2.5048, -1.4546], [2.7893, -0.2695, -1.1030], [1.1142, -2.0312, -0.5724], [0.6378, 1.6564, -1.3644], [2.7626, 0.0178, 0.4536], [1.5383, -1.4951, 2.0532], [-0.1139, 2.5272, -0.0258], [-0.8104, -1.4942, -1.1533], [0.2897, -0.4172, -2.0559]], "forces_ev_per_a": [[0.2, -1.0, -0.3], [-0.9, 0.4, -1.3], [0.0, 0.2, 1.6], [-4.6, 2.8, 0.4], [1.0, 0.6, 1.9], [-2.0, -1.0, -1.5], [-0.3, 1.9, 0.6], [0.2, -3.5, -3.1], [0.2, -1.6, -0.9], [-1.3, -1.3, -0.5], [0.4, 0.2, -0.3], [-0.1, 0.4, 0.2], [0.6, -0.8, -0.3], [0.0, -0.4, -0.7], [1.0, 0.7, 0.6], [3.6, -0.5, -1.7], [1.4, 0.3, 2.3], [-0.1, 0.7, -0.9], [0.8, -0.3, 1.0], [0.7, 2.0, 0.8], [-0.9, 0.3, 2.1]], "lumo_energy_ev": -4.39, "total_charge": 1, "e_tot_ha": -705.7060, "orbital_gap_ev": 8.489, "relative_energy_kcal_mol": 37.7, "e_homo_ev": -12.87, "molar_mass_g_mol": 133.240}



No. 3
{"formula": "C5H13N3", "method": "ωB97M-V/def2-TZVPD", "species": ["N", "N", "N", "C", "C", "C", "C", "C", "H", "H", "H", "H", "H", "H", "H", "H", "H", "H", "H", "H", "H"], "xyz": [[0.5337, -0.6731, 0.1526], [1.7232, 1.3092, 0.1350], [-0.7585, 1.3734, 0.0801], [0.4627, 0.7155, 0.5230], [-1.8014, -1.5041, 0.6617], [1.8187, 2.4023, -0.4606], [0.5373, -0.9266, -1.2717], [-0.2940, -1.5774, 0.9232], [0.0643, -2.5898, 0.7108], [-0.8313, 2.3053, 0.4702], [-0.1011, -1.3690, 1.9789], [-2.3266, -2.1440, 1.3662], [-0.7799, 1.4410, -0.9316], [0.8125, -1.9684, -1.4327], [-2.1471, -0.4808, 0.7792], [1.2954, -0.2951, -1.7340], [0.9845, 3.0470, -0.7682], [-2.0359, -1.8390, -0.3456], [-0.4291, -0.7431, -1.7613], [2.8086, 2.7655, -0.6982], [0.4642, 0.7512, 1.6230]], "forces_ev_per_a": [[0.0, 0.0, 0.0], [0.7, -0.3, 0.2], [0.1, 0.1, -0.1], [-0.3, -0.2, 0.3], [0.2, 0.0, 0.1], [-0.2, 0.5, -0.2], [0.0, 0.1, 0.2], [-0.2, 0.1, 0.0], [0.0, 0.0, 0.1], [0.0, 0.0, -0.1], [0.0, -0.1, 0.0], [-0.1, -0.1, 0.0], [-0.1, 0.1, 0.0], [0.0, 0.0, -0.1], [-0.1, 0.0, 0.0], [0.0, -0.1, -0.1], [-0.1, -0.2, 0.1], [-0.1, 0.0, -0.1], [0.0, 0.0, -0.1], [0.2, 0.1, -0.1], [0.0, 0.0, -0.2]], "lumo_energy_ev": 0.98, "e_tot_ha": -362.5334, "orbital_gap_ev": 9.323, "relative_energy_kcal_mol": 30.6, "e_homo_ev": -8.35, "molar_mass_g_mol": 115.180}



No. 4
{"formula": "C5H13N3", "method": "ωB97M-V/def2-TZVPD", "species": ["N", "N", "N", "C", "C", "C", "C", "C", "H", "H", "H", "H", "H", "H", "H", "H", "H", "H", "H", "H", "H"], "xyz": [[-2.3791, -0.5583, 0.4381], [-0.1004, -0.3198, 0.0348], [1.0262, 0.4300, -0.2440], [-1.2245, 0.2125, 0.1447], [1.0442, 1.9090, -0.0563], [2.5150, -1.5001, -0.3201], [2.1269, -0.2281, 0.4936], [-3.6208, -0.2796, -0.2384], [-3.7232, 0.8593, -0.2872], [3.0259, 0.4795, 0.6512], [1.7330, -0.5799, 1.5746], [1.6732, -2.2519, -0.3206], [2.7683, -1.3014, -1.3281], [-2.0107, -1.5419, 0.5675], [0.7858, 2.2769, 0.9357], [3.3671, -2.0935, 0.1309], [-3.6281, -0.5961, -1.2511], [0.4104, 2.4083, -0.7299], [-1.4833, 1.2787, -0.1583], [-4.4406, -0.7087, 0.3421], [2.1347, 2.1052, -0.3790]], "forces_ev_per_a": [[2.6, -0.9, 0.8], [0.6, -0.2, 0.3], [0.7, 0.8, 0.9], [-2.8, 1.3, -1.2], [2.4, -1.5, -0.4], [-0.1, -1.6, 2.2], [0.4, -1.0, 1.2], [0.2, 1.7, 0.9], [-0.1, -1.5, 0.3], [-1.5, -1.1, -0.4], [1.0, 0.9, -2.2], [0.6, 1.1, 0.0], [0.2, 0.5, -1.0], [-1.3, 1.4, -0.4], [0.3, -0.2, 0.4], [-0.7, 0.9, -0.3], [-0.2, -0.6, -1.1], [-0.8, 0.5, -1.1], [0.5, -1.1, 0.7], [0.0, 0.2, -0.3], [-1.8, 0.4, 0.8]], "lumo_energy_ev": 1.07, "e_tot_ha": -362.4883, "orbital_gap_ev": 8.768, "relative_energy_kcal_mol": 59.0, "e_homo_ev": -7.70, "molar_mass_g_mol": 115.180}



No. 5
{"formula": "C5H13N3O", "method": "ωB97M-V/def2-TZVPD", "species": ["O", "N", "N", "N", "C", "C", "C", "C", "C", "H", "H", "H", "H", "H", "H", "H", "H", "H", "H", "H", "H", "H"], "xyz": [[-0.5799, -1.5373, -1.2712], [1.2405, -1.2803, 0.7591], [0.6704, 1.0409, 0.5836], [0.1885, 0.8575, 1.7895], [-1.6700, 0.6759, -0.6464], [1.1668, -0.1121, -0.0571], [-2.5105, -0.0781, 0.3544], [-0.2881, -0.3369, -1.2032], [2.4522, 0.1927, -0.8016], [2.6199, -0.5765, -1.5569], [2.3837, 1.1605, -1.2943], [-0.1052, 1.7007, 2.2633], [0.3985, -0.0472, 2.2304], [-2.0167, -0.1568, 1.3268], [-1.4447, 1.7004, -0.3547], [-2.1587, 0.7147, -1.6201], [-3.4707, 0.4167, 0.5186], [0.4262, -1.8692, 0.5948], [3.3118, 0.2028, -0.1276], [0.0012, 0.2391, -2.0987], [-2.6990, -1.0904, -0.0049], [2.0839, -1.8172, 0.6163]], "forces_ev_per_a": [[0.6, -0.5, 0.4], [-0.4, 0.3, 0.3], [0.7, -1.8, 1.0], [0.9, 0.2, -1.8], [1.7, -1.7, -1.1], [0.4, 1.5, 1.7], [-0.1, 0.0, 0.1], [-3.7, 2.3, 0.1], [-0.5, -0.1, -0.6], [0.0, 0.0, 0.0], [0.0, 0.0, 0.0], [-0.1, -0.3, 0.0], [-0.1, 0.3, 0.0], [-0.1, 0.0, 0.0], [0.3, -0.1, 0.0], [-0.3, 0.1, 0.1], [0.0, -0.1, 0.0], [0.1, -0.1, -0.2], [-0.1, 0.0, 0.1], [1.0, -0.1, 0.2], [0.0, 0.0, 0.0], [-0.1, 0.1, -0.1]], "lumo_energy_ev": [-0.46, -0.46], "e_tot_ha": -437.6826, "orbital_gap_ev": [7.295, 7.300], "relative_energy_kcal_mol": 107.6, "e_homo_ev": [-7.75, -7.76], "molar_mass_g_mol": 131.179}



No. 6
{"formula": "C5H13N3O", "method": "ωB97M-V/def2-TZVPD", "species": ["O", "N", "N", "N", "C", "C", "C", "C", "C", "H", "H", "H", "H", "H", "H", "H", "H", "H", "H", "H", "H", "H"], "xyz": [[1.6897, -1.0100, 1.0940], [1.0742, 1.0943, 1.7661], [-1.0657, -0.4617, -0.0077], [-1.7175, 0.3501, 0.9577], [-0.7993, -1.7759, 0.4171], [-0.1123, 0.2678, -0.7896], [1.6642, 0.2402, 0.8760], [0.5241, -0.5897, -1.8571], [-0.2993, 1.6068, -1.0245], [-2.5439, -0.1583, 1.2665], [-0.2280, -1.0874, -2.4673], [1.1619, -1.3517, -1.4083], [-1.5074, -2.1180, 1.1682], [-1.9819, 1.2036, 0.4463], [0.1626, 0.7942, 2.1147], [1.1352, 0.0335, -2.5047], [1.0578, 2.0659, 1.5002], [0.4819, -1.7096, 0.7546], [0.1602, 2.0461, -1.8941], [2.4674, 0.6969, 0.2857], [-0.7373, -2.4562, -0.4261], [-0.5866, 2.3192, -0.2675]], "forces_ev_per_a": [[0.7, 2.8, -0.8], [-0.3, -0.2, -0.5], [1.0, 2.1, -0.8], [0.1, 0.3, 0.1], [4.0, -1.1, 0.6], [-3.3, -0.2, -1.5], [1.6, -1.9, 2.9], [0.3, 0.0, 0.3], [1.1, -0.3, 0.5], [0.0, 0.2, -0.2], [-0.1, 0.0, 0.1], [0.0, 0.0, -0.1], [0.2, 0.0, 0.0], [-0.3, -0.5, 0.3], [0.2, -0.1, 0.1], [0.0, 0.0, 0.0], [0.1, 0.0, -0.2], [-3.9, -0.9, 0.0], [0.2, 0.0, -0.1], [-0.5, 0.0, -0.6], [-0.7, -0.1, -0.2], [-0.4, 0.0, 0.0]], "lumo_energy_ev": [0.81, 0.81], "e_tot_ha": -437.6896, "orbital_gap_ev": [7.910, 7.911], "relative_energy_kcal_mol": 103.2, "e_homo_ev": [-7.10, -7.10], "molar_mass_g_mol": 131.179}